1.
# C11H9N

C11H9N as an isolated structure in a non-equilibrium geometry (ωB97M-V/def2-TZVPD, the Open Molecules 2025 dataset).

Summary:
HOMO energy (alpha / beta) = -7.75 / -7.45 eV
LUMO (alpha / beta) = -0.40 / -0.62 eV
Largest force on an atom = 4.06 eV/Å
M = 155.2 g mol⁻¹
Gap between HOMO and LUMO (alpha / beta) = 7.35 / 6.82 eV

```
21
Properties=species:S:1:pos:R:3:mulliken_charge:R:1
H -1.45 -0.45 -2.22 0.38
H 0.51 -0.18 -2.39 0.25
C -0.79 -0.01 0.17 0.43
H -3.77 1.23 0.91 0.45
H 2.91 -1.15 0.59 0.45
C 0.73 1.50 1.22 -0.53
H -2.23 -2.66 0.76 0.46
C 1.79 0.65 0.88 -0.24
C 0.89 -1.78 0.73 -0.45
C 1.92 -0.79 0.66 -0.49
C -0.38 -1.35 0.52 0.17
C -2.19 -0.36 0.36 -0.16
H 1.14 -2.81 1.04 0.38
H 2.75 1.22 0.90 0.30
H -0.50 1.30 -2.08 0.21
C -0.52 0.16 -2.22 -0.73
C -0.56 1.21 0.88 0.37
H 1.05 2.47 1.60 0.34
N -1.74 1.70 1.12 -0.74
C -2.74 0.86 0.80 -0.38
C -1.77 -1.71 0.52 -0.45
```

2.
# CH3N2O

An isolated ion of composition CH3N2O and charge +1 in a non-equilibrium geometry (ωB97M-V/def2-TZVPD, the Open Molecules 2025 dataset).

Summary:
Net charge = +1
HOMO energy = -17.07 eV
LUMO = -5.19 eV
Largest force on an atom = 4.12 eV/Å
M = 59.0 g mol⁻¹
Gap between HOMO and LUMO = 11.88 eV

```
7
Properties=species:S:1:pos:R:3:mulliken_charge:R:1
C -0.58 0.15 -0.14 0.76
H 0.89 1.53 -0.14 0.33
H 1.53 0.05 -0.47 0.29
N 0.66 0.51 -0.23 -0.28
N -1.66 -0.64 -0.26 -0.31
O -1.68 0.85 0.08 -0.18
H -1.98 -1.45 0.55 0.39
```

3.
# C31H70O14Si

A 5-piece molecular cluster, C31H70O14Si overall (ωB97M-V/def2-TZVPD, the Open Molecules 2025 dataset).

Summary:
HOMO energy = -8.89 eV
LUMO = 0.48 eV
Largest force on an atom = 0.73 eV/Å
M = 695.0 g mol⁻¹
Gap between HOMO and LUMO = 9.36 eV

```
116
Properties=species:S:1:pos:R:3:mulliken_charge:R:1
H -3.34 2.26 -8.13 0.36
H -0.88 0.03 -6.36 0.25
H 1.30 1.83 0.13 0.25
H -2.02 2.27 -3.27 0.23
H 6.07 -7.44 -6.74 0.32
H 1.30 -1.50 -0.33 0.40
H -1.16 -1.18 -5.10 0.33
H -0.85 -0.55 -0.31 0.25
O 1.17 3.67 -0.73 -0.38
C -1.65 2.00 -4.27 -0.84
H -5.34 -0.42 -7.06 0.34
C -0.45 0.20 8.22 -0.26
C -0.36 5.38 -1.54 -0.47
H -0.88 3.58 0.42 0.07
H -3.26 0.52 -8.40 0.30
H 1.38 -4.56 2.12 0.24
H -0.67 7.69 2.71 0.31
C 1.29 2.27 -0.87 -0.48
H 0.06 6.13 -0.87 0.13
H 6.07 -1.31 -5.76 0.37
H 1.41 -0.51 12.61 0.32
H -1.85 4.83 2.31 0.36
H -3.16 -2.85 6.99 0.29
C -1.81 -1.25 3.50 -0.17
H 4.93 -6.45 -4.36 0.34
H -4.23 3.06 -4.52 0.31
H -3.70 -1.22 7.48 0.32
O -0.06 -0.67 11.15 -0.32
H -2.46 6.08 1.21 0.35
O -0.23 1.77 -4.21 -0.37
O 0.97 -0.12 -3.97 -0.62
O -1.76 -1.65 1.07 -0.43
H -3.66 -2.54 8.66 0.28
H 2.79 -1.14 -5.22 0.27
C 6.29 -6.43 -6.37 -0.77
H -1.95 -1.82 4.43 0.06
H -5.64 2.49 -5.39 0.36
H 0.46 7.86 1.34 0.24
H -0.45 -1.33 6.76 0.33
H 6.27 -3.74 -5.40 0.10
H 2.22 1.99 -1.37 0.38
H -1.29 7.87 1.05 0.35
H 3.29 -4.00 -5.19 0.07
C 0.02 0.45 -4.45 0.40
H -4.59 -1.26 -5.69 0.34
C -3.15 -2.11 7.80 -0.72
C 0.51 -2.06 0.19 -0.56
C 5.23 -1.85 -5.30 -0.45
C -1.18 -0.83 7.40 -0.36
C -1.09 -0.11 -5.30 -0.63
H -1.57 0.23 12.22 0.38
O -1.84 -1.80 8.20 -0.40
H -0.96 -2.96 2.49 0.15
C -1.65 4.34 0.26 -0.09
H 3.47 -6.47 -5.37 0.36
C -0.95 0.41 11.33 -0.53
O 5.13 -5.65 -6.27 -0.31
C -1.89 0.58 10.15 -0.29
H 6.96 -5.94 -7.08 0.24
C -0.56 -1.08 0.60 0.00
O 4.87 -3.82 -3.85 -0.41
H -2.67 -0.58 3.38 0.38
C -4.98 -0.30 -6.03 -1.18
H -2.45 -0.33 9.97 0.11
H -4.42 3.45 -6.24 0.32
O -1.28 1.07 8.97 -0.44
H 0.15 1.37 3.51 0.26
H -0.96 1.11 4.88 0.18
H -1.90 -0.32 6.74 0.25
H 0.32 -0.27 8.84 0.09
C 1.29 -4.11 1.13 -0.77
C 5.79 -3.10 -4.65 -0.28
C -0.78 0.88 3.82 -0.75
H -2.63 3.84 0.31 0.38
H 4.80 -1.21 -4.52 0.25
C -1.65 5.36 1.37 -0.65
H 0.09 -2.78 -0.52 0.33
H -2.72 -2.79 2.40 0.39
C 3.10 -1.35 -6.24 -0.72
C -1.77 -2.24 2.36 -0.47
O -0.61 -0.51 3.61 -0.26
C 4.35 -5.88 -5.10 -0.59
C 3.87 -4.59 -4.48 -0.19
H 0.20 3.58 -2.55 -0.35
H 0.06 0.86 7.51 0.39
H 6.56 -2.77 -3.96 0.38
H 0.45 1.84 -1.43 0.07
H -0.62 5.87 -2.48 0.43
H 3.25 -0.40 -6.77 0.39
H 6.81 -6.52 -5.41 0.36
H -2.60 1.37 10.43 0.38
C -2.96 1.32 -7.72 -1.16
O 1.08 -2.73 1.30 -0.32
H -5.84 -0.03 -5.41 0.32
H 1.48 4.80 -2.42 0.42
C -2.30 0.69 -4.77 0.43
H -1.87 1.39 -7.71 0.33
O -1.60 4.88 -1.05 -0.43
C -4.56 2.68 -5.48 -1.19
O -0.41 6.04 1.47 -0.29
H -0.16 -0.34 1.30 0.02
H 1.90 -1.16 11.03 0.23
O 4.27 -2.15 -6.29 -0.36
C -0.49 7.43 1.66 -0.78
H 0.45 -4.58 0.61 0.35
C 1.27 -0.42 11.53 -0.77
H -1.60 1.28 3.23 0.40
H 1.59 0.58 11.21 0.36
H 2.31 -1.90 -6.75 0.28
Si -3.70 1.08 -5.99 0.48
H -0.40 1.35 11.49 0.33
C 0.65 4.31 -1.88 0.23
H -2.69 0.11 -3.92 0.46
H 3.20 -4.88 -3.66 0.38
H -1.80 2.84 -4.96 0.36
H 2.21 -4.31 0.57 0.31
```

4.
# C3H4O2S2

The molecule C3H4O2S2 in a non-equilibrium geometry (ωB97M-V/def2-TZVPD, the Open Molecules 2025 dataset).

Summary:
HOMO energy = -9.35 eV
LUMO = -0.77 eV
Largest force on an atom = 1.41 eV/Å
M = 136.2 g mol⁻¹
Gap between HOMO and LUMO = 8.58 eV

```
11
Properties=species:S:1:pos:R:3:mulliken_charge:R:1
H 1.41 -1.07 0.66 0.39
O -0.36 1.30 -1.02 -0.40
H 0.23 -1.77 -0.47 0.31
C -0.60 -0.19 0.77 -0.45
H -0.24 0.42 1.61 0.24
S 2.93 0.83 -1.01 -0.24
H -1.32 -0.91 1.16 0.30
C -1.28 0.81 -0.18 0.58
C 0.55 -0.85 0.03 -0.51
O -2.42 1.14 -0.18 -0.52
S 1.11 0.28 -1.36 0.29
```

What did the second record say?
# CH3N2O

An isolated ion of composition CH3N2O and charge +1 in a non-equilibrium geometry (ωB97M-V/def2-TZVPD, the Open Molecules 2025 dataset).

Summary:
Net charge = +1
HOMO energy = -17.07 eV
LUMO = -5.19 eV
Largest force on an atom = 4.12 eV/Å
M = 59.0 g mol⁻¹
Gap between HOMO and LUMO = 11.88 eV

```
7
Properties=species:S:1:pos:R:3:mulliken_charge:R:1
C -0.58 0.15 -0.14 0.76
H 0.89 1.53 -0.14 0.33
H 1.53 0.05 -0.47 0.29
N 0.66 0.51 -0.23 -0.28
N -1.66 -0.64 -0.26 -0.31
O -1.68 0.85 0.08 -0.18
H -1.98 -1.45 0.55 0.39
```

Repeat the first record exactly.
# C11H9N

C11H9N as an isolated structure in a non-equilibrium geometry (ωB97M-V/def2-TZVPD, the Open Molecules 2025 dataset).

Summary:
HOMO energy (alpha / beta) = -7.75 / -7.45 eV
LUMO (alpha / beta) = -0.40 / -0.62 eV
Largest force on an atom = 4.06 eV/Å
M = 155.2 g mol⁻¹
Gap between HOMO and LUMO (alpha / beta) = 7.35 / 6.82 eV

```
21
Properties=species:S:1:pos:R:3:mulliken_charge:R:1
H -1.45 -0.45 -2.22 0.38
H 0.51 -0.18 -2.39 0.25
C -0.79 -0.01 0.17 0.43
H -3.77 1.23 0.91 0.45
H 2.91 -1.15 0.59 0.45
C 0.73 1.50 1.22 -0.53
H -2.23 -2.66 0.76 0.46
C 1.79 0.65 0.88 -0.24
C 0.89 -1.78 0.73 -0.45
C 1.92 -0.79 0.66 -0.49
C -0.38 -1.35 0.52 0.17
C -2.19 -0.36 0.36 -0.16
H 1.14 -2.81 1.04 0.38
H 2.75 1.22 0.90 0.30
H -0.50 1.30 -2.08 0.21
C -0.52 0.16 -2.22 -0.73
C -0.56 1.21 0.88 0.37
H 1.05 2.47 1.60 0.34
N -1.74 1.70 1.12 -0.74
C -2.74 0.86 0.80 -0.38
C -1.77 -1.71 0.52 -0.45
```

- Which value of largest force on an atom does entry 3 give?
  0.73 eV/Å